53
Properties=species:S:1:pos:R:3:forces:R:3 method="wB97M-V/def2-TZVPD" de_lowest_kcal_mol=0.00 charge=+1
Au -0.64076 0.29927 0.01039 0.14 0.50 0.23
Se -3.53814 7.68686 0.07983 0.06 -0.14 -0.02
N -1.85825 7.09233 0.00575 -0.15 0.04 0.01
C -1.92185 5.78899 -0.03680 0.06 -0.02 0.03
C -0.75309 4.92162 -0.10280 0.03 0.08 0.03
C 0.54473 5.43317 -0.13759 0.03 -0.06 -0.02
C 1.60861 4.56266 -0.23736 -0.04 0.00 0.00
C 1.33847 3.19724 -0.28515 -0.03 0.11 0.04
N 0.11296 2.70886 -0.21761 0.22 0.10 -0.16
C -0.92455 3.53545 -0.13264 -0.21 -0.08 0.00
C -2.28267 2.92971 -0.08716 0.04 0.07 0.00
N -2.42462 1.58329 -0.09152 0.43 -0.13 -0.06
C -3.64729 1.05668 -0.08223 0.00 -0.10 0.00
C -4.80242 1.82567 -0.05195 0.02 0.05 -0.01
C -4.67942 3.19388 -0.02425 0.01 -0.03 0.01
C -3.40481 3.75991 -0.04633 -0.08 0.01 0.02
C -3.23406 5.21127 -0.01576 0.00 -0.08 0.02
N -4.23584 6.04619 0.04499 0.06 0.13 0.00
H 0.68655 6.50448 -0.09003 0.01 0.00 -0.03
H 2.62773 4.91921 -0.28125 0.00 0.01 0.00
H 2.14234 2.47438 -0.38272 0.00 0.00 0.04
H -3.69725 -0.02153 -0.09477 -0.01 0.01 0.01
H -5.76783 1.34156 -0.04568 0.00 -0.01 0.01
H -5.54139 3.84614 0.01607 0.00 0.00 -0.02
O -1.84447 -3.87871 0.00191 -0.06 0.07 -0.01
N -2.82412 -2.94892 -0.01555 0.08 -0.07 0.01
O -2.43926 -1.82347 0.00015 -0.24 -0.42 -0.01
N 4.38136 -1.15517 -1.37843 0.01 0.02 -0.01
C 3.51918 -0.88245 -0.37706 -0.03 -0.03 0.00
C 2.13099 -0.78339 -0.60989 0.00 -0.07 -0.04
N 1.29723 -0.51855 0.38314 -0.32 0.14 -0.10
C 1.79638 -0.35414 1.61989 -0.01 -0.04 0.03
C 3.15998 -0.44265 1.82042 0.02 -0.04 -0.01
N 4.02026 -0.69228 0.84203 -0.02 -0.03 0.02
H 4.07344 -1.31081 -2.31958 0.00 -0.03 0.00
H 5.35948 -1.23376 -1.16133 0.00 0.00 0.00
H 1.71452 -0.91644 -1.59926 0.00 0.02 0.00
H 1.10551 -0.14552 2.42153 -0.01 0.01 -0.01
H 3.57557 -0.29973 2.81014 -0.01 0.00 0.01
F 3.09462 -7.64887 -0.06439 -0.02 -0.01 0.00
C 2.21654 -6.63596 -0.04041 0.04 0.02 -0.01
C 1.86758 -6.08704 1.17798 -0.01 -0.01 -0.01
C 0.97648 -5.02595 1.18899 0.03 0.02 -0.01
C 0.45735 -4.51988 0.00235 -0.06 -0.05 0.02
C -0.48553 -3.36166 0.02451 -0.04 -0.04 -0.01
C 0.81492 -5.11221 -1.20510 0.02 0.02 0.00
C 1.70202 -6.17474 -1.23776 -0.02 -0.02 0.01
H 2.28895 -6.48944 2.08838 0.00 -0.01 0.00
H 0.67909 -4.59050 2.13552 0.02 0.03 0.00
H -0.36776 -2.75507 0.92274 0.01 0.01 -0.02
H -0.36158 -2.71751 -0.84798 0.01 0.02 0.02
H 0.38915 -4.74518 -2.13164 0.02 0.02 0.00
H 1.99495 -6.64728 -2.16475 0.00 0.00 0.00

---

49
Properties=species:S:1:pos:R:3:forces:R:3 method="wB97M-V/def2-TZVPD" de_lowest_kcal_mol=2.20 charge=0
Au 1.28226 -2.32793 -0.12517 0.04 0.11 0.45
O 3.52114 -0.06238 1.36309 -0.01 0.02 0.02
C 2.67223 0.56320 0.81430 0.04 0.00 0.00
O 2.67580 0.66326 -0.57414 -0.02 -0.08 0.04
C 1.51778 1.28855 1.40864 0.07 -0.04 -0.10
C 1.63720 2.22476 2.34425 0.00 0.00 -0.02
C 0.57914 3.31679 2.43874 0.01 -0.06 0.04
C -0.77607 2.78428 2.08264 0.01 0.01 -0.06
C -0.89101 1.89829 1.10055 0.08 0.08 0.09
C 0.32752 1.26541 0.46501 -0.29 -0.11 0.06
P -0.11525 -0.47018 -0.20794 0.02 0.07 -0.13
C -0.67108 -0.04342 -1.87803 0.00 -0.05 -0.02
C 0.05882 -0.56557 -2.94357 -0.01 0.01 0.00
C -0.27122 -0.22902 -4.24878 0.00 0.00 0.00
C -1.32975 0.63027 -4.49486 0.00 0.00 0.00
C -2.06323 1.15480 -3.43761 0.00 0.01 0.00
C -1.73713 0.82092 -2.13463 0.01 0.02 0.00
C -1.58239 -0.92350 0.75806 -0.02 -0.03 -0.07
C -2.75620 -1.34735 0.14465 -0.01 0.04 0.02
C -3.81479 -1.80704 0.91745 0.00 0.00 0.01
C -3.70431 -1.84650 2.29802 0.00 0.00 0.00
C -2.52713 -1.43747 2.91290 0.00 0.01 0.00
C -1.46676 -0.98680 2.14687 0.02 -0.02 0.01
H 2.55939 2.34810 2.89796 0.01 -0.03 -0.02
H 0.59949 3.82694 3.39572 0.00 0.01 -0.01
H -1.64940 3.21922 2.55034 0.00 -0.01 0.00
H -1.86982 1.57970 0.77438 0.00 0.01 -0.02
H 0.88938 -1.23262 -2.74584 0.00 0.00 0.00
H 0.30118 -0.63892 -5.06993 0.00 0.00 0.00
H -1.58698 0.89421 -5.51230 0.00 0.00 0.00
H -2.88979 1.82607 -3.62944 0.00 0.00 0.00
H -2.32415 1.23116 -1.32309 0.00 0.00 0.01
H -2.84575 -1.32903 -0.93360 0.00 -0.01 0.00
H -4.72405 -2.14049 0.43505 0.00 0.00 0.00
H -4.52953 -2.20816 2.89711 0.00 0.00 0.00
H -2.43099 -1.48424 3.98951 0.00 0.00 0.00
H -0.54235 -0.69217 2.63231 0.01 0.00 -0.01
N 1.03938 4.31518 1.38379 -0.17 0.03 0.15
C 0.69015 3.98960 0.26912 0.29 0.09 -0.15
N 0.41809 3.43397 -0.80132 -0.18 -0.13 0.07
C 0.97228 2.12272 -0.62205 0.13 0.02 -0.11
N 2.11375 1.85919 -1.11250 -0.01 0.08 0.00
C 4.33035 -3.16164 -0.15742 0.00 -0.01 0.04
O 3.54471 -4.33955 -0.02885 0.06 0.02 0.13
C 2.18942 -4.18635 0.06081 -0.03 -0.06 -0.78
O 1.52730 -5.19105 0.08657 -0.03 0.00 0.32
H 5.35309 -3.49728 -0.31038 0.00 0.00 0.00
H 4.28036 -2.54567 0.73994 0.00 0.04 0.03
H 4.01891 -2.56224 -1.01634 0.01 -0.01 0.00

---

53
Properties=species:S:1:pos:R:3:forces:R:3 method="wB97M-V/def2-TZVPD" de_lowest_kcal_mol=0.00 charge=0
K 0.20330 0.86850 1.22318 0.99 0.34 0.17
Br -4.95904 0.75363 -0.32954 -0.04 0.11 -0.08
C -4.19529 -0.38198 0.97245 -0.64 -0.26 0.03
C -5.05604 -1.22894 1.69534 -0.04 0.24 -0.25
C -4.56852 -2.10582 2.61094 0.42 0.18 -0.14
Br -5.76053 -3.23010 3.54181 -0.16 -0.14 0.12
C -3.16499 -2.16470 2.84383 -0.35 -0.23 0.18
C -2.57784 -3.06493 3.75994 -0.15 0.00 -0.03
C -1.22910 -3.07136 3.93115 0.16 0.09 -0.06
C -0.46311 -2.15287 3.19052 0.12 -0.12 0.20
N -0.95956 -1.29867 2.33836 -0.59 -0.06 -0.15
C -2.31131 -1.29826 2.13130 0.21 0.16 -0.13
C -2.82622 -0.36729 1.12527 0.53 -0.15 0.27
O -2.02271 0.38225 0.46838 -0.40 -0.16 0.03
H -6.11638 -1.16739 1.49347 -0.02 -0.05 0.05
H -3.21839 -3.74268 4.30677 0.02 -0.01 0.03
H -0.74598 -3.75259 4.61694 0.00 -0.02 0.02
H 0.61117 -2.12403 3.31722 0.12 0.00 -0.01
N 4.56584 -1.31934 3.97334 0.27 0.16 -0.13
C 3.24117 -1.26668 3.84675 -0.30 0.08 -0.14
N 2.90113 -0.40989 2.90144 0.01 -0.24 0.29
C 4.11005 0.04580 2.48143 0.25 0.35 -0.32
N 5.15110 -0.47445 3.10061 -0.14 -0.23 0.20
C 4.30485 1.07796 1.43758 -0.03 -0.20 0.24
C 5.59608 1.49938 1.12097 -0.02 0.00 0.04
N 5.82628 2.44540 0.22286 -0.06 0.00 -0.01
C 4.74820 2.96692 -0.35317 -0.05 0.07 -0.09
C 3.46228 2.54792 -0.04781 -0.02 -0.08 -0.08
N 3.22981 1.59240 0.84998 0.00 0.06 -0.03
H 5.11927 -1.87245 4.60476 0.04 0.02 -0.02
H 2.58672 -1.86008 4.45975 -0.15 -0.01 0.01
H 6.44602 1.05562 1.62093 0.03 0.00 -0.01
H 4.89642 3.74535 -1.09068 0.08 0.03 0.00
H 2.60109 2.97640 -0.54689 -0.05 0.02 0.03
C 0.80425 2.71216 -4.09513 -0.09 -0.02 0.10
N -0.23306 1.94365 -3.44160 0.13 0.02 0.01
C -0.68008 2.12049 -2.17468 -0.11 0.63 0.50
Se -0.12464 3.42240 -0.93323 -0.06 -0.46 -0.52
N -1.65955 1.23073 -1.94898 0.32 0.19 0.52
C -1.81663 0.42459 -3.05519 -0.04 -0.12 -0.08
C -2.66106 -0.64820 -3.29978 0.11 0.02 -0.07
C -2.55689 -1.24404 -4.54540 0.02 -0.01 -0.07
C -1.65447 -0.78230 -5.51193 -0.06 -0.04 0.01
C -0.81522 0.29386 -5.26936 -0.08 -0.06 0.13
C -0.91210 0.87919 -4.01558 -0.13 -0.03 -0.09
H 1.11499 3.49111 -3.40182 0.04 -0.01 -0.07
H 0.41180 3.16286 -5.00633 0.02 0.01 -0.01
H 1.64800 2.06560 -4.33965 0.01 0.04 -0.01
H -2.00095 1.03287 -0.96010 -0.14 -0.11 -0.50
H -3.36104 -0.99375 -2.55213 -0.01 0.01 0.01
H -3.19298 -2.08654 -4.78016 0.00 -0.01 -0.02
H -1.61572 -1.27766 -6.47217 0.01 -0.01 -0.02
H -0.12039 0.64996 -6.01598 0.03 0.02 -0.03

---

49
Properties=species:S:1:pos:R:3:forces:R:3 method="wB97M-V/def2-TZVPD" smiles="C[C@H](Sc1nnc(-c2ccccc2)c(-c2ccccc2)n1)C(=O)Nc1ncc(Cl)cc1Cl" de_lowest_kcal_mol=0.00 charge=0
C -3.98712 -2.20780 -2.66170 -0.01 0.00 0.16
C -3.54756 -1.22093 -1.59069 0.25 0.10 -0.53
S -2.32055 -0.05020 -2.31822 -0.21 -0.20 -0.41
C -0.80686 -0.61298 -1.69801 0.40 -0.32 0.08
N -0.75263 -1.77701 -1.05057 -0.49 0.24 -0.82
N 0.25957 -1.96194 -0.27034 0.58 -0.48 0.86
C 1.28013 -1.12391 -0.22236 -0.14 0.55 -1.02
C 2.21385 -1.25996 0.88858 0.40 -0.16 0.40
C 2.85594 -0.13792 1.41171 -0.15 -0.17 -0.03
C 3.70242 -0.26876 2.49550 0.06 0.07 0.05
C 3.91833 -1.51295 3.06667 0.03 0.00 0.05
C 3.27238 -2.62887 2.55856 0.03 -0.03 0.09
C 2.41884 -2.50599 1.47937 -0.01 0.14 -0.16
C 1.37532 -0.15838 -1.27011 -0.67 -0.68 0.54
C 2.61701 0.45833 -1.71925 0.47 0.44 -0.13
C 2.57266 1.71430 -2.32439 -0.03 -0.15 0.13
C 3.73751 2.31660 -2.75774 0.06 0.08 -0.06
C 4.95352 1.66925 -2.60566 0.01 0.01 0.00
C 5.00070 0.41176 -2.02420 0.10 -0.03 -0.02
C 3.84197 -0.19424 -1.57934 -0.18 0.02 -0.10
N 0.26224 0.13503 -1.91885 0.09 0.36 -0.23
C -3.10492 -1.97216 -0.34587 -0.38 0.14 0.23
O -3.23949 -3.16472 -0.24555 -0.11 -0.12 -0.02
N -2.66498 -1.25548 0.75451 -0.05 -0.38 0.74
C -2.40416 0.08166 0.92117 0.17 0.46 0.18
N -3.09527 0.96742 0.21974 -0.30 -0.30 0.40
C -2.86275 2.25782 0.35741 0.26 0.23 0.17
C -1.90209 2.74824 1.22781 0.03 -0.41 0.03
Cl -1.61219 4.43828 1.36864 0.01 0.23 0.00
C -1.16720 1.84688 1.99353 -0.24 0.01 -0.20
C -1.42332 0.49878 1.84591 -0.08 0.08 -0.22
Cl -0.52839 -0.66183 2.76798 -0.10 0.07 0.07
H -4.32377 -1.67570 -3.54729 -0.02 0.04 -0.07
H -3.15658 -2.85762 -2.92545 0.01 -0.05 -0.04
H -4.79562 -2.82715 -2.28184 -0.06 -0.06 -0.01
H -4.36460 -0.55239 -1.30332 0.10 -0.06 0.03
H 2.67552 0.83507 0.97692 0.02 0.07 -0.03
H 4.19382 0.60432 2.89888 0.04 0.07 0.04
H 4.58422 -1.61076 3.91111 0.05 -0.01 0.07
H 3.43259 -3.59751 3.00835 0.02 -0.08 0.03
H 1.90280 -3.36365 1.07623 -0.04 -0.08 -0.02
H 1.61638 2.20116 -2.43881 -0.06 0.06 -0.02
H 3.69824 3.29226 -3.21879 0.00 0.08 -0.03
H 5.86357 2.14035 -2.94610 0.07 0.04 -0.03
H 5.94550 -0.10053 -1.91948 0.07 -0.04 0.00
H 3.88083 -1.18170 -1.14366 0.02 -0.04 0.05
H -2.26749 -1.86093 1.46778 -0.11 0.04 -0.27
H -3.46355 2.91166 -0.25689 0.01 0.22 0.00
H -0.41168 2.19142 2.68181 0.06 0.01 0.07

---

46
Properties=species:S:1:pos:R:3:forces:R:3 method="wB97M-V/def2-TZVPD" smiles="COc1cccc(-c2cc(=O)c3cc(NC(=O)c4ccc(Cl)cc4)ccc3[nH]2)c1" charge=0
C 1.37992 6.28955 -3.61897 -0.09 -0.08 -0.22
O 1.90246 6.68872 -2.37525 0.14 0.03 0.33
C 1.94852 5.78591 -1.36039 0.01 0.04 0.18
C 2.51187 6.24241 -0.16632 -0.05 0.01 -0.19
C 2.61534 5.39876 0.91915 0.02 0.07 -0.12
C 2.16264 4.09229 0.84122 -0.13 -0.24 -0.10
C 1.59104 3.62852 -0.33737 0.14 0.37 0.17
C 1.10357 2.24389 -0.43187 0.05 -0.45 0.08
C 1.77745 1.18980 0.09622 0.04 0.12 0.03
C 1.30316 -0.17261 -0.00688 0.01 0.06 0.07
O 1.89098 -1.13385 0.47030 -0.02 -0.01 -0.04
C 0.02833 -0.31434 -0.73929 -0.28 0.15 -0.14
C -0.52952 -1.57772 -0.91289 -0.14 0.07 -0.25
C -1.74334 -1.73534 -1.55901 0.49 0.42 0.13
N -2.34498 -2.98445 -1.73140 -0.40 -0.04 -0.47
C -2.27105 -4.10695 -0.95351 -0.11 -0.03 0.00
O -2.70621 -5.16282 -1.36396 0.08 -0.17 0.03
C -1.70147 -3.94631 0.41407 -0.05 -0.22 0.35
C -2.13727 -2.92912 1.25850 0.03 -0.19 -0.06
C -1.63107 -2.82268 2.53900 0.03 -0.02 0.07
C -0.68256 -3.73593 2.97525 -0.10 -0.04 -0.28
Cl -0.03915 -3.59225 4.56825 0.10 0.02 0.23
C -0.25497 -4.76693 2.15361 0.01 0.07 0.10
C -0.77679 -4.87507 0.87850 -0.16 0.15 -0.17
C -2.38060 -0.60661 -2.09172 0.12 0.01 0.13
C -1.83192 0.64555 -1.94796 0.03 0.00 -0.02
C -0.62640 0.81092 -1.25968 -0.02 -0.67 0.03
N -0.07050 2.05236 -1.09916 0.02 0.58 -0.10
C 1.48167 4.48021 -1.43738 -0.04 0.08 -0.21
H 0.32352 6.01075 -3.54185 0.05 -0.01 0.01
H 1.47286 7.15784 -4.26901 -0.03 -0.09 0.01
H 1.94778 5.45701 -4.04661 -0.03 0.02 0.03
H 2.86396 7.26042 -0.12412 0.04 0.13 0.01
H 3.05326 5.76086 1.83665 0.03 0.04 0.08
H 2.23372 3.43688 1.69437 -0.01 -0.08 0.09
H 2.71639 1.34773 0.60129 0.09 0.06 0.01
H 0.02335 -2.41855 -0.52596 0.08 -0.02 0.02
H -2.89076 -3.10643 -2.57650 0.11 -0.13 0.17
H -2.88041 -2.22313 0.91828 -0.03 0.08 -0.04
H -1.96534 -2.03646 3.19749 -0.01 0.05 0.08
H 0.47619 -5.47495 2.51004 0.07 -0.04 0.05
H -0.46245 -5.67560 0.22638 0.02 -0.09 -0.05
H -3.31580 -0.72654 -2.61909 -0.12 0.01 -0.03
H -2.33280 1.50893 -2.36241 -0.07 0.08 -0.05
H -0.57431 2.85758 -1.44290 0.09 -0.11 0.12
H 1.06983 4.09933 -2.36010 -0.01 0.00 -0.10

---

54
Properties=species:S:1:pos:R:3:forces:R:3 method="wB97M-V/def2-TZVPD" charge=0
Ga -4.36417 0.80748 -0.14104 0.10 -0.02 0.22
C 9.33735 -0.89359 -0.78911 0.03 -0.02 -0.01
O 8.60793 0.21662 -0.29658 0.03 0.02 0.01
C 7.26016 0.13288 -0.28481 -0.05 0.03 0.01
C 6.58312 1.25557 0.19970 0.03 -0.01 -0.01
C 5.20964 1.26929 0.24830 -0.01 -0.04 -0.01
C 4.47032 0.16241 -0.18317 0.11 -0.02 0.00
C 5.15256 -0.94851 -0.66019 -0.04 0.04 0.02
C 6.53831 -0.97433 -0.71608 0.04 -0.03 -0.01
C 3.01302 0.22137 -0.12340 -0.11 0.02 -0.02
N 2.31830 1.24005 0.32975 0.05 0.03 0.01
C 1.00827 0.87914 0.18868 0.03 -0.18 -0.06
C 0.90234 -0.38354 -0.35809 0.00 0.16 0.06
N 2.19690 -0.79225 -0.55462 0.05 0.00 0.01
C -0.34479 -1.01334 -0.63614 -0.09 0.00 -0.01
C -0.54467 -2.26809 -1.22943 -0.04 0.01 0.01
C -1.82611 -2.70968 -1.46202 0.04 0.01 0.00
C -2.90385 -1.90425 -1.08680 -0.03 -0.02 -0.01
N -2.72901 -0.73395 -0.50471 -0.03 -0.05 -0.01
C -1.49135 -0.27411 -0.29649 0.10 -0.08 -0.03
C -1.39781 1.05884 0.25494 0.14 0.09 0.02
N -2.55820 1.71315 0.46639 -0.04 0.04 0.01
C -2.52655 2.95882 0.91033 -0.03 0.00 0.04
C -1.32668 3.61696 1.19063 0.06 -0.01 0.00
C -0.13561 2.96579 0.98807 -0.04 0.02 0.01
C -0.15614 1.65216 0.49917 -0.11 -0.02 -0.02
H 10.38528 -0.61977 -0.71298 0.00 -0.01 0.00
H 9.09103 -1.09642 -1.83430 0.00 0.00 0.01
H 9.15192 -1.78736 -0.18835 0.00 0.01 0.00
H 7.16443 2.10591 0.52885 0.01 0.00 0.00
H 4.68140 2.13646 0.61872 0.00 0.01 0.00
H 4.61972 -1.82748 -1.00318 0.00 0.00 0.00
H 7.03599 -1.85448 -1.09486 0.00 0.01 0.00
H 2.50077 -1.66120 -0.95476 0.00 0.00 0.00
H 0.30092 -2.88007 -1.51721 0.00 -0.01 0.00
H -2.01124 -3.66299 -1.93534 0.00 0.00 0.00
H -3.92956 -2.20285 -1.26937 0.00 0.00 0.00
H -3.49013 3.43938 1.03431 0.01 -0.01 -0.01
H -1.35936 4.63530 1.54951 0.00 0.00 0.00
H 0.81647 3.44209 1.17991 0.01 0.00 0.00
Se -6.70258 4.33061 -2.71742 -0.11 -0.05 -0.02
Sb -6.88464 2.21592 -1.65858 0.27 0.17 0.01
Se -5.89657 2.41189 0.75155 -0.05 0.01 -0.06
Se -4.85581 0.73954 -2.40554 -0.12 0.00 -0.07
Se -8.75481 0.76593 -1.41119 -0.09 -0.11 0.08
I -5.50480 -4.30481 3.38017 0.00 0.02 -0.02
C -5.63013 -2.53794 2.33172 -0.04 -0.09 -0.08
C -6.76209 -1.77934 2.08674 -0.02 -0.01 0.07
N -6.37299 -0.72167 1.37985 0.10 0.13 -0.03
N -5.05599 -0.74348 1.13956 -0.10 0.07 -0.21
C -4.59125 -1.85652 1.70011 0.03 0.01 0.13
H -7.79091 -1.92361 2.36741 0.00 0.01 0.00
H -6.89956 0.09920 1.06027 -0.07 -0.11 -0.03
H -3.54881 -2.11711 1.64114 0.01 0.01 0.01

---

Number 1: HOMO -11.38 eV, energy -111891.1675 eV. Number 2: HOMO -7.95 eV, energy -49763.7389 eV. Number 3: HOMO -7.19 eV, energy -259854.4289 eV. Number 4: HOMO -8.26 eV, energy -69505.0637 eV. Number 5: HOMO -8.12 eV, energy -45773.1382 eV. Number 6: HOMO -6.87 eV, energy -363519.2209 eV.